Entry 1:
Formula: Cl3NiO12
Source: the OMol25 dataset
Level of theory: ωB97M-V/def2-TZVPD

Results
- 2S+1 = 3
- expectation value of S² = 2.0114
- lowest unoccupied orbital energy (spin up / spin down) (eV) = 2.17 / -2.90
- calculated total energy (eV) = -103155.2995
- HOMO-LUMO gap (spin up / spin down) (eV) = 9.25 / 3.75
- ΔE to the lowest compared entry with this formula, charge and spin (kcal per mole) = 22.3
- total charge = -1
- HOMO (spin up / spin down) (eV) = -7.08 / -6.65

Each line ends with the Mulliken charge.
Positions of all 16 atoms, in Å:
Ni  -6.450  -12.643  8.508  0.747
Cl  -3.272  -12.681  6.811  1.681
O  -4.326  -12.730  7.769  -0.620
O  -2.594  -13.948  6.763  -0.641
O  -3.895  -12.323  5.539  -0.672
O  -2.240  -11.734  7.174  -0.658
Cl  -6.925  -15.364  6.102  1.663
O  -6.102  -15.503  4.968  -0.360
O  -6.992  -14.123  6.821  -0.367
O  -8.132  -15.387  5.318  -0.345
O  -6.852  -16.547  6.946  -0.526
Cl  -9.518  -11.946  10.413  1.766
O  -10.432  -13.037  10.313  -0.699
O  -10.143  -10.754  10.040  -0.644
O  -8.972  -11.931  11.625  -0.623
O  -8.469  -12.270  9.497  -0.703

=====

Entry 2:
Formula: C31H61N12O26P
Source: the OMol25 dataset
Level of theory: ωB97M-V/def2-TZVPD

Results
- lowest unoccupied orbital energy (eV) = -1.91
- calculated total energy (eV) = -113491.8905
- HOMO-LUMO gap (eV) = 5.86
- ΔE to the lowest compared entry with this formula, charge and spin (kcal per mole) = 306.0
- total charge = 0
- HOMO (eV) = -7.76

Each line ends with the Mulliken charge.
Positions of all 131 atoms, in Å:
C  -2.801  2.613  1.894  -0.944
C  -4.053  1.516  1.744  0.033
C  -4.067  0.452  2.995  -0.713
C  -4.480  -1.083  2.593  -0.227
C  -3.326  -2.207  3.028  -0.618
C  -2.712  -3.011  1.697  -0.618
C  -1.874  -1.849  0.850  0.886
C  -2.548  -1.148  -0.276  -0.779
C  -1.851  0.075  -1.181  0.508
O  -2.679  0.718  -2.004  -0.474
C  -0.266  0.377  -0.921  0.658
C  0.481  -0.411  0.352  0.052
C  2.077  -0.171  0.753  -0.922
C  3.002  0.868  -0.132  -0.677
C  2.283  1.653  -1.379  -0.262
C  0.680  1.415  -1.763  0.095
P  -0.009  2.449  -3.211  0.539
C  -0.837  1.331  -4.564  -0.751
C  -1.343  3.614  -2.400  0.404
C  -2.566  4.004  -3.419  -0.792
C  -0.336  -1.493  1.290  0.483
O  0.271  -2.066  2.335  -0.763
H  -2.688  2.997  3.006  0.355
H  -1.767  2.166  1.530  0.119
H  -2.993  3.568  1.235  0.270
H  -5.059  2.144  1.776  0.371
H  -4.009  1.027  0.681  -0.114
H  -4.866  0.863  3.777  0.201
H  -3.003  0.509  3.517  0.249
H  -5.453  -1.354  3.220  0.232
H  -4.730  -1.248  1.460  0.353
H  -2.448  -1.611  3.529  0.266
H  -3.781  -2.938  3.823  0.304
H  -1.998  -3.892  2.008  -0.247
H  -3.601  -3.388  1.034  0.426
H  -3.672  -1.464  -0.516  0.099
H  2.614  -0.699  1.666  0.437
H  4.127  1.063  0.148  0.460
H  2.899  2.407  -2.031  0.080
H  -1.990  1.540  -4.601  -0.023
H  -0.426  1.579  -5.656  0.292
H  -0.698  0.176  -4.350  0.332
H  -0.762  4.596  -2.119  0.081
H  -1.686  3.121  -1.386  -0.203
H  -3.573  3.583  -2.944  0.206
H  -2.673  5.191  -3.369  0.235
H  -2.407  3.687  -4.535  0.146
C  -7.972  -2.109  5.970  -0.725
N  -6.865  -1.118  5.889  0.803
O  -5.730  -1.555  5.669  -0.449
O  -7.167  0.070  6.048  -0.502
H  -7.564  -3.109  5.812  0.308
H  -8.416  -2.026  6.965  0.288
H  -8.695  -1.859  5.191  0.288
C  0.688  7.088  0.607  -0.701
N  0.888  5.804  -0.118  0.784
O  1.805  5.759  -0.947  -0.512
O  0.120  4.878  0.165  -0.407
H  1.431  7.810  0.260  0.287
H  -0.322  7.438  0.386  0.290
H  0.815  6.888  1.673  0.248
C  5.955  3.246  -4.869  -0.492
N  4.979  3.086  -3.757  0.854
O  3.784  3.259  -4.024  -0.476
O  5.440  2.792  -2.648  -0.548
H  5.413  3.504  -5.781  0.066
H  6.643  4.046  -4.590  0.279
H  6.478  2.295  -4.987  0.303
C  0.400  -5.118  2.666  -0.591
N  1.460  -6.123  2.949  0.919
O  2.429  -5.749  3.620  -0.530
O  1.289  -7.258  2.490  -0.557
H  0.680  -4.169  3.128  0.364
H  0.327  -5.013  1.581  0.114
H  -0.533  -5.494  3.092  0.309
C  0.113  -6.308  -1.368  -0.750
N  -0.755  -5.099  -1.354  0.778
O  -1.425  -4.872  -2.369  -0.537
O  -0.739  -4.413  -0.326  -0.390
H  0.000  -6.813  -2.330  0.321
H  1.143  -5.975  -1.226  0.268
H  -0.212  -6.956  -0.552  0.287
C  5.021  -5.904  5.660  -0.667
N  5.944  -6.969  6.138  0.837
O  5.600  -8.142  5.950  -0.503
O  6.987  -6.598  6.688  -0.523
H  4.149  -6.373  5.199  0.308
H  4.726  -5.310  6.527  0.279
H  5.565  -5.300  4.931  0.269
C  -5.304  -0.205  -4.097  -0.479
N  -6.754  0.110  -4.208  0.874
O  -7.320  0.536  -3.194  -0.518
O  -7.283  -0.079  -5.309  -0.551
H  -4.973  0.008  -3.078  0.129
H  -5.178  -1.264  -4.330  0.301
H  -4.775  0.425  -4.814  0.231
C  -0.819  6.704  -5.756  -0.656
N  -0.665  5.468  -6.570  0.884
O  -0.915  4.391  -6.016  -0.460
O  -0.298  5.614  -7.742  -0.542
H  -1.145  6.427  -4.752  0.141
H  0.154  7.200  -5.723  0.296
H  -1.567  7.330  -6.246  0.312
C  3.268  5.256  -8.404  -0.662
N  4.329  4.252  -8.121  0.868
O  5.298  4.625  -7.450  -0.565
O  4.158  3.116  -8.580  -0.490
H  3.548  6.205  -7.942  0.301
H  3.196  5.362  -9.488  0.277
H  2.336  4.881  -7.978  0.246
C  4.524  -10.951  5.122  -0.686
N  4.724  -12.235  4.397  0.825
O  5.641  -12.280  3.568  -0.503
O  3.956  -13.161  4.680  -0.517
H  5.267  -10.230  4.775  0.335
H  3.514  -10.601  4.901  0.287
H  4.651  -11.152  6.188  0.273
C  -0.681  8.266  5.451  -0.714
N  -0.316  7.808  4.083  0.803
O  -1.063  6.984  3.543  -0.464
O  0.711  8.288  3.590  -0.495
H  -1.602  7.763  5.757  0.319
H  0.142  8.002  6.118  0.280
H  -0.828  9.347  5.408  0.279
C  5.219  -1.802  -0.263  -0.651
N  6.279  -2.807  0.021  0.871
O  7.248  -2.433  0.691  -0.514
O  6.109  -3.942  -0.439  -0.525
H  5.499  -0.853  0.199  0.306
H  5.146  -1.697  -1.347  0.304
H  4.287  -2.178  0.163  0.215